Record 1
A molecular structure, C29H28Br2F3N6O3PtSi, computed with ωB97M-V/def2-TZVPD.

Geometry as XYZ:
```
73
Properties=species:S:1:pos:R:3:forces:R:3
H 4.049096 1.410208 2.525592 0.0 0.0 0.0
C -1.860733 -4.973080 3.808215 0.0 0.0 0.0
H 2.304948 -2.150046 -3.683721 0.0 0.0 0.0
C -2.805943 2.867500 1.988838 0.0 0.0 0.0
Si -2.527031 1.027516 2.102878 0.1 0.0 0.0
C -1.227999 -4.028609 2.810302 0.0 0.0 0.0
C -2.439128 -0.903459 -3.425426 -0.2 0.1 -0.3
Br -2.232922 2.265537 -6.122493 0.0 0.0 0.0
C 2.527146 -1.201677 -3.223380 0.1 0.1 -0.1
C -2.056840 1.200010 -4.577934 0.0 0.0 0.0
F -3.046301 -4.489098 4.203238 0.0 0.0 0.0
H -4.609652 -0.210237 1.717074 0.0 0.0 0.0
N 1.216218 0.278711 1.226688 0.2 0.9 -0.1
H -4.172367 0.709287 0.276882 0.0 0.0 0.0
C -2.546343 -0.072756 -4.569859 0.0 -0.2 0.0
H 5.825155 1.414691 -2.605821 0.0 0.0 0.0
H -3.757546 3.129799 2.458301 0.0 0.0 0.0
Pt -0.172703 -0.426288 -0.092435 -0.8 -0.5 0.2
C -0.075742 2.399766 -1.086829 -0.1 0.0 0.0
C 2.069056 2.085494 3.057591 0.1 0.0 0.0
H 0.478562 2.611451 -0.183365 0.1 0.0 -0.1
C 3.032478 1.290287 -2.040066 0.1 -0.1 -0.2
C -1.675070 -4.007757 1.501653 0.1 -0.1 0.0
C 2.989044 1.312004 2.342297 0.0 0.0 0.1
N 1.982669 0.520880 -1.643388 0.4 0.1 -0.2
C 5.074306 1.494353 -3.391422 0.0 0.1 0.0
H -0.004160 2.564346 3.407046 0.0 0.0 0.0
N -0.913865 0.668816 1.445663 -0.3 -0.2 0.4
C 0.269402 -2.267923 2.257025 0.2 0.0 -0.2
H -3.353125 -0.805173 0.629197 0.0 0.0 0.0
C -0.177379 3.336147 -2.122409 -0.1 0.1 0.0
H 0.188983 -3.164083 4.186036 0.0 0.0 0.0
C -1.840951 -0.432155 -2.297579 0.2 -0.1 0.6
H 2.438272 2.799105 3.783303 0.0 0.0 0.0
N -0.626076 1.209594 -1.195936 0.8 0.4 -0.4
N -0.195375 -2.199423 0.995746 -0.5 0.0 0.6
C 1.746609 -0.660144 -2.166577 -0.5 0.0 0.3
C 3.473013 -0.543591 0.709112 0.1 0.0 0.0
H -2.027336 3.444313 2.491641 0.0 0.0 0.0
H -2.166798 1.226765 4.568026 0.0 0.0 0.0
H 4.277434 -0.773950 -4.368968 0.0 0.0 0.0
C 0.710632 1.959407 2.869941 0.0 -0.1 0.0
H -2.430646 -4.694546 1.147596 0.0 0.0 0.0
F -1.094255 -5.127398 4.890592 0.0 0.0 0.0
F -2.066857 -6.174798 3.262651 0.0 0.0 0.0
Br -3.142038 -2.642810 -3.450686 0.0 0.0 0.0
H -2.848551 3.194760 0.947561 0.0 0.0 0.0
C -0.817686 3.002084 -3.288614 0.0 0.0 0.0
C -1.397315 1.722556 -3.435294 0.1 0.0 0.1
H -3.537189 0.186286 4.204560 0.0 0.0 0.0
H 4.288246 0.006401 0.239493 0.0 0.0 0.0
H 0.281288 4.305258 -1.994552 0.0 0.0 0.0
H 3.916641 -1.230795 1.433294 0.0 0.0 0.0
C 3.592960 -0.451217 -3.595351 0.0 0.0 -0.1
C -2.528758 0.455705 3.884652 0.1 0.0 0.0
O 0.750384 -1.357630 -1.655533 0.6 0.1 -0.1
O 3.272745 2.393056 -1.576924 0.0 0.0 0.1
H 5.474438 1.095272 -4.319869 0.0 0.0 0.0
H -3.028449 -0.467294 -5.453600 0.0 0.0 0.0
H -1.463071 -3.036943 -0.402549 -0.1 0.1 0.0
C 2.547742 0.395917 1.413375 -0.2 -0.1 -0.1
H 4.820787 2.542991 -3.515766 0.0 0.0 0.0
N 3.875084 0.746245 -3.030879 0.0 0.0 0.1
H -0.882194 3.710517 -4.103595 0.0 0.0 0.0
H 1.069678 -1.595397 2.516464 -0.1 0.1 0.0
C -1.142878 -3.083887 0.627816 0.3 -0.1 -0.3
H 2.956145 -1.128202 -0.042960 0.0 -0.1 0.0
C -0.218109 -3.162031 3.185428 0.1 0.0 0.0
C 0.299819 1.023577 1.916098 0.1 -0.3 -0.1
C -3.772820 0.093094 1.084849 0.0 -0.1 0.0
O -1.732323 -1.074219 -1.128225 -0.4 -0.1 -0.5
C -1.290606 0.861660 -2.337936 0.0 0.1 0.2
H -1.893870 -0.424767 4.013233 0.0 0.0 0.0
```
Forces are in eV/Å.

Computed properties:
M ... 948.55 g/mol
Frontier orbital gap ... 7.22 eV
HOMO energy ... -10.76 eV
Energy above the lowest of the compared OMol25 structures with the same formula, charge and spin ... 0.000 eV
Total charge ... +1

These are the Mulliken partial charges, in e, on atoms 1 to 8: number 1, H, carries 0.56; number 2, C, carries 0.79; number 3, H, carries 0.56; number 4, C, carries -1.16; number 5, Si, carries -0.10; number 6, C, carries 0.48; number 7, C, carries -0.25; number 8, Br, carries -0.19

---

Record 2
A molecular structure, C29H28ClILaN6O6, computed with ωB97M-V/def2-TZVPD.

Geometry as XYZ:
```
72
Properties=species:S:1:pos:R:3:forces:R:3
H -3.186308 -1.569227 -2.797594 0.0 0.0 0.0
H 4.107340 1.664976 -3.790956 0.0 0.0 -0.1
H -2.716804 3.625095 -3.435546 0.0 0.0 0.1
C 3.213744 2.634560 -0.791393 0.1 -0.2 -0.1
H 1.861062 -5.326482 -1.677189 -0.1 0.0 -0.1
H 0.670428 1.486991 -2.427830 -0.1 -0.1 -0.1
C -3.376286 -1.324799 0.534367 0.0 -0.1 0.0
C -2.541080 0.434454 -2.396049 -0.1 -0.1 0.0
C -4.346969 -3.167833 -0.554055 0.4 0.1 0.0
H 1.032636 -0.862311 -3.002538 -0.1 0.0 0.0
H -3.334455 -1.347837 6.928465 0.0 0.0 0.0
C -1.051339 -1.375762 -2.962273 -0.1 0.1 0.0
H -0.194679 3.671464 -3.011569 0.0 0.0 0.1
C -1.470911 1.329949 -2.281066 0.0 0.1 0.1
H 0.162166 -4.674336 0.550002 0.0 0.1 0.0
C 1.650995 -1.212187 -0.249311 -0.1 -0.2 0.2
N -4.444484 -4.129847 -1.198922 0.0 0.3 0.2
O 3.788992 -4.614835 -1.375965 -0.1 0.0 0.1
H -2.961693 2.438869 -0.018256 0.0 0.0 0.1
C 0.019383 -0.504086 -2.853522 -0.1 0.1 -0.1
C -2.574966 0.587455 4.291178 -0.2 0.0 0.1
N -1.692520 -0.160212 3.660781 -0.1 0.2 0.0
C -1.686545 2.745962 -1.714344 0.0 -0.3 0.1
La -0.655889 0.852062 1.251176 0.4 -0.3 -0.1
H 4.167942 -5.441951 -1.682609 0.0 0.0 0.0
H 1.947883 3.086624 0.866142 -0.1 0.0 -0.1
H 3.356806 -0.427254 -2.240299 0.0 0.1 0.1
H -3.045401 4.411886 -1.877149 0.0 -0.1 0.0
O 0.137459 1.791755 4.926822 0.3 0.0 -0.3
C 3.080572 0.359290 -1.545288 0.1 0.0 0.2
C 2.276332 2.327460 0.162027 -0.2 -0.1 0.0
H 3.262930 -2.299737 -1.229924 0.0 0.0 0.0
H -3.547836 0.767975 -2.167936 0.1 0.0 0.0
C 4.548981 1.917443 -2.828613 0.1 -0.1 0.1
Cl 0.994093 1.811337 3.772719 0.4 0.2 0.4
H -0.633396 -1.917861 3.650257 0.0 0.0 0.0
C -2.339046 -0.893951 -2.738859 0.0 0.0 0.0
C 3.593259 1.614792 -1.707897 0.0 0.1 0.0
H -3.916073 0.874583 5.948744 0.0 0.0 0.0
N 1.693298 1.123976 0.297166 0.4 0.0 -0.6
C 1.817451 -3.617925 -0.426078 -0.1 0.0 0.0
H 0.411988 3.264460 -1.395196 0.0 0.0 0.0
C -2.886514 3.445629 -2.366710 0.0 0.0 0.0
C 0.614403 -3.715732 0.321788 0.0 -0.1 -0.1
H 3.626846 3.634472 -0.851544 0.0 -0.1 0.0
H 4.766560 2.988329 -2.834975 0.1 0.1 0.0
H 6.144887 1.305352 -1.886838 0.0 -0.1 0.0
H -0.891725 -2.420506 -3.199700 0.0 0.0 0.0
N 0.490992 -1.322736 0.489846 0.3 -0.2 -0.2
C -1.946968 -1.811638 5.356168 0.1 -0.1 -0.1
O 2.262943 2.388797 4.078893 -0.3 -0.2 -0.2
I -3.004342 2.429452 3.390570 -0.2 0.0 0.1
O 1.146004 0.461281 3.227282 0.0 0.5 0.4
H -1.664074 -2.780488 5.744761 0.0 0.0 0.0
C -1.379598 -1.342190 4.186993 0.2 -0.1 0.0
C -0.457210 3.620410 -1.947571 0.1 0.2 0.0
C 2.323546 -2.384029 -0.702169 -0.1 0.1 0.0
C -0.190499 0.835127 -2.527865 0.1 -0.1 0.0
O 5.757936 1.151380 -2.754498 -0.1 0.2 -0.1
N -2.597022 -0.545641 0.940274 -1.0 -0.9 -0.4
N -4.338421 -2.088060 0.200831 -0.3 -0.1 0.0
H -0.673108 4.633908 -1.597266 0.0 0.0 0.0
C -2.872068 -1.014159 6.006287 -0.1 0.0 0.2
C 2.476845 -4.882085 -0.889043 0.1 0.1 -0.1
O 0.334410 2.602839 2.699758 0.4 0.1 0.8
H 2.503773 -5.592959 -0.058134 0.1 0.0 0.1
H -3.805406 2.866148 -2.260115 0.0 0.0 0.0
C 2.162663 0.088657 -0.496070 0.1 0.1 0.2
C -3.202472 0.216768 5.473384 0.0 0.1 -0.1
C 0.014320 -2.558049 0.730981 0.0 0.2 0.0
H -0.918265 -2.605955 1.284944 0.0 0.1 0.0
C -1.877528 2.440705 -0.221904 -0.3 0.7 -0.8
```
Forces are in eV/Å.

Computed properties:
M ... 857.84 g/mol
Frontier orbital gap (alpha / beta) ... 4.76 / 6.30 eV
HOMO energy (alpha / beta) ... -2.66 / -4.20 eV
Energy above the lowest of the compared OMol25 structures with the same formula, charge and spin ... 0.059 eV
Total charge ... -1

These are the Mulliken partial charges, in e, on atoms 1 to 8: number 1, H, carries 0.58; number 2, H, carries 0.33; number 3, H, carries 0.40; number 4, C, carries -0.90; number 5, H, carries 0.29; number 6, H, carries 0.35; number 7, C, carries 0.43; number 8, C, carries -0.70

---

Record 3
A molecular structure, C29H28CrF5N7O6S4, computed with ωB97M-V/def2-TZVPD.

Geometry as XYZ:
```
80
Properties=species:S:1:pos:R:3:forces:R:3
C -0.801468 0.374555 4.673150 0.0 0.0 0.0
H 4.886307 2.541235 1.252540 0.0 0.0 0.0
H -4.020210 -2.331171 0.234514 0.0 0.0 0.0
H -2.800760 -2.889600 -0.956910 0.0 0.0 0.0
C 0.794746 -5.004797 -2.323078 0.0 0.0 0.0
C 4.459908 1.726389 0.695524 0.0 -0.1 0.0
S 5.284315 0.214995 0.539074 0.0 0.0 0.0
H 3.119449 4.262853 1.233938 0.0 0.0 0.0
C 0.826216 3.871949 -1.363952 0.1 -0.1 0.1
O -1.192245 3.125469 0.639556 0.0 0.1 -0.1
F 2.559568 0.875328 -3.435426 -0.1 0.0 -0.2
C 2.652264 -2.413213 3.882345 0.0 0.0 0.0
F 1.595104 -0.046889 -5.132514 0.0 0.0 0.1
C 2.363183 2.799660 -0.197337 0.0 -0.1 0.0
O -3.218749 0.555105 -2.784193 0.0 -0.1 0.1
H 2.886125 -3.376893 4.339288 0.0 0.0 0.0
S 1.368604 5.119279 -0.277828 0.0 0.0 0.0
N 0.835498 -1.931956 1.290850 -0.1 0.0 0.0
N 3.993969 -1.592102 -1.047572 0.0 0.0 0.0
H 0.252325 -2.917902 -2.414692 0.0 0.0 0.0
C 1.150286 -2.163220 3.890677 0.0 0.0 0.0
H 1.316354 0.065692 5.038338 0.0 0.0 0.0
C 0.243061 0.325244 -3.191548 0.0 0.0 -0.2
H -4.052786 -1.737477 -1.437690 0.0 0.0 0.0
H -3.593209 4.105361 1.655062 0.0 0.0 0.0
C 4.002423 -0.333250 -0.509590 0.0 0.0 0.0
H 0.955697 1.149319 3.697118 0.0 0.0 0.0
C -3.420142 3.063846 -0.202893 0.0 0.0 0.1
H 1.446342 -7.012629 -1.937120 0.0 0.0 0.0
F 2.067234 -1.232337 -3.394484 0.0 -0.1 -0.1
N -0.039208 4.192074 -2.344724 -0.1 0.0 -0.1
H -5.898069 2.416575 -2.429512 0.0 0.0 0.0
S 0.153286 0.758513 1.350488 0.1 0.0 -0.1
H 3.016294 -2.415542 2.855086 0.0 0.0 0.0
O -2.896527 -0.054462 0.591059 -0.1 0.2 -0.1
C 3.301711 1.688765 -0.011756 0.0 0.0 0.0
C 1.105551 -3.435149 -0.528151 0.0 0.0 0.0
C -1.961852 2.718935 -0.210163 0.0 -0.1 0.1
N 0.805652 -0.884021 3.281245 0.0 0.0 0.1
S -2.851067 1.878101 -2.381072 0.2 0.1 0.0
O -2.594636 2.837417 -3.432689 0.0 0.0 0.0
C -2.539162 -0.856154 -0.258585 0.1 -0.2 0.1
N -1.623057 1.916356 -1.275566 -0.2 0.2 -0.2
H 0.450482 -5.223839 -3.325790 0.0 0.0 0.0
C 1.349641 -6.008957 -1.541854 0.0 0.0 0.0
H 0.769861 -2.138720 4.914700 0.0 0.0 0.0
F -0.584552 -0.627236 -3.736704 0.0 -0.1 0.0
H 2.210967 -6.510289 0.360292 0.0 0.0 0.0
Cr -0.069789 0.537937 -1.097870 0.0 -0.6 0.5
H 4.885502 -2.028190 -1.206940 0.0 0.0 0.0
C -4.061433 2.601737 -1.323640 0.0 0.0 0.0
C -5.411228 2.792012 -1.540086 0.0 0.0 0.0
H 0.635368 -2.957278 3.354780 0.0 0.0 0.0
C 2.455445 3.988349 0.433783 0.0 0.0 -0.1
C 0.631413 -0.771427 1.943586 0.1 0.0 0.0
N 1.379409 2.696478 -1.176404 -0.1 0.0 0.1
N 3.058018 0.525156 -0.690401 0.1 0.1 0.0
H 1.957930 -4.208279 1.267740 0.0 0.0 0.0
H -1.449967 0.582451 3.822820 0.0 0.0 0.0
C 0.679994 -3.715929 -1.822210 0.0 0.0 0.0
C 0.957739 -2.033028 -0.016656 0.1 -0.1 -0.1
H -1.145570 -0.541661 5.157380 0.0 0.0 0.0
H -7.181333 3.627768 -0.673822 0.0 0.0 0.0
C 0.638782 0.235839 4.197306 0.0 0.0 0.0
H 3.319735 -1.698887 -1.794087 0.0 0.0 0.1
C -5.475685 3.948121 0.588124 0.0 0.0 0.0
C 1.777409 -5.727542 -0.249997 0.0 0.0 0.0
H 3.184897 -1.635601 4.433400 0.0 0.0 0.0
H -0.890274 1.193849 5.388784 0.0 0.0 0.0
H -0.634095 4.989279 -2.195220 0.0 0.0 0.0
H -0.475431 3.434139 -2.850270 0.0 -0.1 -0.1
C -6.116821 3.470333 -0.554320 0.0 0.0 0.0
C -4.113958 3.753319 0.774666 0.0 0.0 0.0
H -6.052558 4.471836 1.339693 0.0 0.0 0.0
O -1.432514 -0.826939 -0.938466 0.1 0.2 -0.2
C -3.404468 -2.049515 -0.617445 0.0 0.0 0.0
F -0.070763 1.505772 -3.865962 0.0 0.1 0.1
O 1.016201 -1.139379 -0.897132 0.0 0.2 0.0
C 1.645219 -4.445735 0.259632 0.0 0.0 0.0
C 1.628105 -0.020216 -3.782224 0.0 0.3 0.0
```
Forces are in eV/Å.

Computed properties:
Spin multiplicity ... 4
M ... 845.84 g/mol
Frontier orbital gap (alpha / beta) ... 7.50 / 7.50 eV
HOMO energy (alpha / beta) ... -5.24 / -5.25 eV
Energy above the lowest of the compared OMol25 structures with the same formula, charge and spin ... 0.880 eV
Total charge ... -1
<S²> ... 3.79

These are the Mulliken partial charges, in e, on atoms 1 to 8: number 1, C, carries -1.01; number 2, H, carries 0.44; number 3, H, carries 0.35; number 4, H, carries 0.26; number 5, C, carries -1.04; number 6, C, carries -0.49; number 7, S, carries -0.32; number 8, H, carries 0.44

---

Record 4
A molecular structure, C29H28CrN3OSi, computed with ωB97M-V/def2-TZVPD.

Geometry as XYZ:
```
63
Properties=species:S:1:pos:R:3:forces:R:3
C -0.794185 -2.509781 -0.729487 0.0 0.0 0.0
C 2.806967 -1.414631 2.319436 0.0 -0.1 0.0
C 0.055410 -2.916891 -1.764328 0.0 -0.1 0.0
C 0.217971 -1.185012 3.321880 0.0 0.1 0.0
C -1.534676 -3.491184 -0.056644 0.0 0.0 0.0
H 0.612191 -2.180208 -2.332701 0.0 0.0 0.0
C 3.553702 1.994735 -0.016224 -0.1 -0.1 -0.1
C -1.636817 1.078215 -2.315859 0.0 0.1 0.0
H -2.019106 -5.572893 0.115515 0.0 0.0 0.0
H -5.815106 0.390083 2.463586 0.0 0.0 0.0
H -2.296273 2.399551 -3.869817 0.0 0.0 0.0
H -0.795605 -1.091245 3.690103 0.0 0.0 0.0
H 3.320316 0.130979 3.740750 0.0 0.0 0.0
N 1.239646 3.430841 -0.341186 -0.1 0.0 0.0
C 0.697746 0.515240 -2.336905 0.0 0.0 -0.1
C -0.567756 -5.215436 -1.425662 0.0 0.0 0.0
H -5.744278 -1.072415 0.468940 0.0 0.0 0.0
C 0.495576 -2.113723 2.312055 -0.2 0.0 0.0
C -2.496463 0.530010 1.800909 0.0 0.0 0.0
C -2.434020 -0.302625 0.679589 0.0 -0.1 0.0
H -0.543717 4.256890 0.420453 0.0 0.0 0.0
H 5.542907 1.608719 -0.205480 0.0 0.0 0.0
H -2.628347 0.996638 -1.882024 0.0 0.0 0.0
H 0.137976 5.082692 -0.996999 0.0 0.0 0.0
C -0.053144 4.117811 -0.538555 0.1 0.0 0.0
N 2.383755 1.499933 0.410969 -0.1 0.0 0.0
C -0.188649 2.009571 -3.999496 0.0 0.0 0.0
C 0.169796 -4.256798 -2.108727 0.0 0.0 0.0
H -0.288194 -2.750674 1.928262 0.0 0.0 0.0
C 1.239660 -0.391442 3.858636 -0.1 0.0 0.0
H 1.546814 -0.031507 -1.936016 0.0 0.0 0.0
C -3.702071 0.772638 2.442623 0.0 0.0 0.0
N 4.655351 1.270470 0.129000 0.1 0.0 0.0
C -1.451148 1.880891 -3.434755 0.0 0.0 0.0
Cr 1.174084 0.003669 1.340485 -0.2 0.3 -0.2
H -1.602806 1.018943 2.173050 0.0 0.0 0.0
H -0.682825 3.515297 -1.186895 0.0 -0.1 0.0
H 0.822419 -4.552529 -2.920196 0.0 0.0 0.0
H -0.046733 2.626686 -4.877548 0.0 0.0 0.0
H 2.007531 -2.955793 1.031034 0.0 0.0 0.0
C -4.873528 0.196288 1.965906 0.0 0.0 0.0
C 2.529658 -0.492912 3.345020 0.1 0.0 0.0
C 2.422698 3.937710 -0.789655 -0.1 0.0 0.0
H 4.517204 3.702220 -0.976214 0.0 0.0 0.0
C -1.425913 -4.830577 -0.403198 0.0 0.0 0.0
O 0.216827 1.724172 0.792876 0.2 0.0 0.2
C 0.888628 1.325190 -3.448587 0.0 0.0 0.0
Si -0.889307 -0.707610 -0.272114 0.2 -0.2 0.0
C 1.798519 -2.240906 1.816084 0.2 0.0 0.0
H -0.486149 -6.259490 -1.698850 0.0 0.0 0.0
C -0.565932 0.378400 -1.754352 0.0 0.1 0.1
H -3.613177 -1.535897 -0.648185 0.0 0.0 0.0
C 3.588057 3.275985 -0.629084 0.1 0.0 0.0
H 4.619332 0.344654 0.518637 0.0 0.0 0.0
H 2.369796 4.903586 -1.272866 0.0 0.0 0.0
H 3.815911 -1.506570 1.938997 0.0 0.0 0.0
C -4.834260 -0.625443 0.848488 0.0 0.0 0.0
H -3.732572 1.419626 3.310417 0.0 0.0 0.0
H -2.227297 -3.205713 0.729466 0.0 0.0 0.0
C -3.624481 -0.880952 0.217448 0.0 0.0 0.0
C 1.255167 2.236677 0.285477 -0.2 -0.1 0.1
H 1.870100 1.405536 -3.900855 0.0 0.0 0.0
H 1.022820 0.310312 4.653372 0.0 0.0 0.0
```
Forces are in eV/Å.

Computed properties:
Spin multiplicity ... 4
M ... 514.64 g/mol
Frontier orbital gap (alpha / beta) ... 7.68 / 6.58 eV
HOMO energy (alpha / beta) ... -14.14 / -13.17 eV
Total charge ... +2
<S²> ... 4.15

These are the Mulliken partial charges, in e, on atoms 1 to 8: number 1, C, carries 1.39; number 2, C, carries -0.80; number 3, C, carries -0.62; number 4, C, carries -0.56; number 5, C, carries -0.47; number 6, H, carries 0.33; number 7, C, carries 0.88; number 8, C, carries -0.48

---

no.,maximum force (eV/A),E_tot (eV)
1,1.0,-204970.4609
2,1.4,-73230.6722
3,0.8,-138600.0926
4,0.4,-73331.9408